a | Density functional theory data (ωB97M-V/def2-TZVPD) for C9H14N2 in the gas phase.

Output
E_HOMO (alpha / beta): -6.88 / -6.89 eV
Charge: 0
E_LUMO (alpha / beta): 0.474 / 0.474 eV
Frontier orbital gap (alpha / beta): 0.270 / 0.271 hartree

Each line ends with the Mulliken charge.
Element x y z (Å)
C: -2.039 -0.660 -0.894  -0.3233
C: 0.903 -0.740 -0.966  -0.8658
C: 0.644 0.524 -0.437  0.9418
C: 0.035 -1.881 -0.927  0.5815
C: -0.598 0.910 0.325  1.1035
C: 1.876 1.433 -0.445  -1.4625
C: 0.455 -3.313 -1.062  -1.3544
C: -0.607 0.104 1.682  -1.2257
C: -0.724 2.439 0.801  -1.8103
N: -1.238 -1.673 -0.656  -0.3668
N: -1.964 0.550 -0.352  0.0228
H: 1.977 -1.038 -1.146  0.2532
H: 1.652 2.507 -0.566  0.2904
H: 2.656 1.181 -1.282  0.3680
H: 2.178 1.282 0.563  0.3445
H: 1.192 -3.616 -0.376  0.3445
H: 0.833 -3.677 -1.988  0.3297
H: -0.371 -4.001 -0.813  0.3745
H: 0.320 0.280 2.395  0.2444
H: -0.789 -0.910 1.476  0.4249
H: -1.508 0.572 2.286  0.2691
H: -1.782 2.677 1.188  0.4291
H: -0.415 3.079 0.010  0.4563
H: -0.025 2.678 1.532  0.4301
H: -2.658 1.293 -0.348  0.2007


b | Density functional theory data (ωB97M-V/def2-TZVPD) for C9H14N2 in the gas phase.

Output
E_HOMO: -8.79 eV
Charge: 0
E_LUMO: 0.867 eV
Frontier orbital gap: 0.355 hartree
SMILES string: C=C(C)CCc1cnn(C)c1

Each line ends with the Mulliken charge.
Element x y z (Å)
C: 2.204 1.279 0.160  -0.8164
C: 0.890 0.877 0.046  0.7731
C: 1.054 -0.519 -0.122  -0.2295
C: -0.228 1.848 -0.096  -0.6672
C: -1.658 1.324 0.495  -0.9860
C: -1.894 -0.096 0.048  0.9534
C: -1.469 -1.085 0.823  -1.4435
C: -2.820 -0.187 -1.167  -1.4690
C: 2.948 -2.016 0.067  -0.7509
N: 3.064 0.359 0.030  -1.1356
N: 2.410 -0.683 -0.210  0.8269
H: 2.578 2.304 0.349  0.4103
H: 0.003 2.702 0.552  0.3599
H: -0.317 2.105 -1.138  0.3014
H: -1.526 1.389 1.594  0.3796
H: -2.472 2.014 0.283  0.4339
H: -1.405 -2.058 0.551  0.6303
H: -1.176 -0.615 1.740  0.3083
H: 0.314 -1.310 -0.593  0.2321
H: -3.268 -1.145 -1.011  0.3858
H: -2.626 0.066 -2.197  0.2868
H: -3.567 0.428 -0.680  0.3794
H: 4.096 -2.081 0.133  0.2785
H: 2.415 -2.176 1.038  0.3218
H: 2.451 -2.725 -0.693  0.2367


c | Density functional theory data (ωB97M-V/def2-TZVPD) for C9H14N2 in the gas phase.

Output
E_HOMO: -7.84 eV
Charge: 0
E_LUMO: 0.935 eV
Frontier orbital gap: 0.322 hartree

Each line ends with the Mulliken charge.
Element x y z (Å)
C: 2.987 -0.040 0.047  -0.4420
C: 2.246 0.518 -1.110  -0.7214
C: 1.670 -0.129 0.852  -0.4921
C: -2.538 -0.840 -1.206  -0.8266
C: -2.911 0.502 -0.697  -0.6447
C: -0.334 0.356 -0.731  -0.4479
C: -0.269 -1.970 2.380  -0.2833
C: 0.914 0.224 -0.374  -0.1152
C: -1.618 -0.042 -0.160  0.7174
N: -0.913 -1.692 1.326  -0.0688
N: -1.777 -0.611 1.095  -0.2268
H: 3.569 -1.065 -0.094  0.2500
H: 3.607 0.665 0.424  0.2559
H: 2.334 1.666 -1.275  0.2073
H: 2.365 0.110 -2.119  0.3009
H: 1.515 -1.028 1.392  0.2825
H: 1.707 0.566 1.618  0.2727
H: -3.026 -1.715 -0.815  0.2825
H: -2.366 -0.803 -2.215  0.3964
H: -2.815 1.300 -1.554  0.1941
H: -3.701 0.637 -0.054  0.3541
H: -0.635 0.713 -1.774  0.1283
H: -0.637 -1.460 3.358  0.1017
H: -0.771 -2.174 0.443  0.2276
H: -2.187 -0.096 1.856  0.2974


Verdict on stability: b comes out on top.


a | Density functional theory data (ωB97M-V/def2-TZVPD) for C4H7NO3S in the gas phase.

Output
E_HOMO: -9.58 eV
Charge: 0
E_LUMO: -0.334 eV
Frontier orbital gap: 0.340 hartree

Each line ends with the Mulliken charge.
Element x y z (Å)
C: 0.892 -1.352 0.377  -0.3911
C: 1.339 0.096 0.078  -0.3700
C: -1.560 0.825 -0.112  -1.0016
C: -0.648 0.948 -1.114  0.2811
N: -0.092 -1.752 -0.526  -0.4012
O: -1.941 -1.478 1.095  -0.5368
O: -2.412 -1.519 -1.277  -0.5538
O: 0.653 0.769 -0.973  -0.3576
S: -1.494 -1.372 -0.238  1.0178
H: 1.747 -2.102 0.233  0.3098
H: 0.536 -1.291 1.464  0.3333
H: 1.326 0.592 1.108  0.2637
H: 2.282 0.133 -0.355  0.3422
H: -1.342 1.077 0.927  0.2780
H: -2.566 0.894 -0.355  0.4650
H: -1.065 1.178 -2.095  0.3213


b | Density functional theory data (ωB97M-V/def2-TZVPD) for a molecular structure, C4H7NO3S.

Output
E_HOMO (alpha / beta): -9.19 / -9.18 eV
Charge: 0
E_LUMO (alpha / beta): -1.911 / -1.918 eV
Frontier orbital gap (alpha / beta): 0.268 / 0.267 hartree

Each line ends with the Mulliken charge.
Element x y z (Å)
C: -1.231 -1.017 0.185  0.9213
C: -1.278 -2.597 0.243  -1.0950
C: 1.417 2.331 0.079  -0.7280
C: -0.079 -0.371 -0.497  -0.6709
N: 1.180 -0.810 -0.272  -0.1331
O: -2.007 -0.363 0.875  -0.5561
O: 2.104 -0.192 -0.854  -0.4637
O: -1.159 2.523 0.298  -0.4407
S: -0.130 1.665 0.838  0.6061
H: -1.456 -2.947 -0.745  0.3458
H: -2.094 -2.880 0.864  0.3126
H: -0.211 -2.922 0.541  0.3202
H: 2.069 1.478 -0.073  0.3153
H: 1.959 3.083 0.760  0.3192
H: 1.086 2.900 -0.832  0.2813
H: -0.170 0.119 -1.411  0.6657


Verdict on stability: a comes out on top.


a | Density functional theory data (ωB97M-V/def2-TZVPD) for 2 unconnected molecules or ions with the total composition C3H7N3.

Output
E_HOMO: -8.71 eV
Charge: 0
E_LUMO: -0.188 eV
Frontier orbital gap: 0.313 hartree

Each line ends with the Mulliken charge.
Element x y z (Å)
N: -1.912 -0.425 -0.216  -0.6070
C: -0.835 0.535 -0.020  -0.1426
C: 0.414 -0.107 0.487  -0.0682
N: 0.431 -1.393 0.548  -0.2094
C: 2.651 1.229 -0.408  -0.3316
N: 3.572 1.695 -0.957  -0.4436
H: -2.635 -0.314 0.486  0.2039
H: -2.348 -0.319 -1.123  0.2238
H: -1.087 1.372 0.645  0.3065
H: -0.523 1.002 -0.964  0.3001
H: 1.407 0.517 0.469  0.2034
H: -0.414 -1.897 0.264  0.3000
H: 1.278 -1.894 0.789  0.2647


b | Density functional theory data (ωB97M-V/def2-TZVPD) for C3H7N3 in the gas phase.

Output
E_HOMO (alpha / beta): -8.68 / -7.13 eV
Charge: 0
E_LUMO (alpha / beta): 0.016 / -0.830 eV
Frontier orbital gap (alpha / beta): 0.320 / 0.231 hartree

Each line ends with the Mulliken charge.
Element x y z (Å)
N: 1.421 -1.105 -0.847  -0.5996
C: 0.303 -1.160 0.079  -0.3152
C: 0.206 0.149 0.783  -0.2677
N: -0.787 1.613 -0.303  -0.4628
C: -1.044 0.848 0.986  0.3626
N: -1.902 0.797 1.845  -0.5901
H: 1.554 -2.004 -1.297  0.2308
H: 1.213 -0.428 -1.574  0.2323
H: 0.519 -1.925 0.842  0.3117
H: -0.675 -1.413 -0.356  0.2882
H: 1.135 0.522 1.223  0.3291
H: -1.363 1.404 -1.117  0.2393
H: -0.619 2.615 -0.236  0.2415


c | Density functional theory data (ωB97M-V/def2-TZVPD) for C3H7N3 in the gas phase.

Output
E_HOMO: -7.22 eV
Charge: 0
E_LUMO: 0.616 eV
Frontier orbital gap: 0.288 hartree
SMILES string: C=CN=C(N)N

Each line ends with the Mulliken charge.
Element x y z (Å)
C: 0.743 0.478 0.006  0.4815
N: 1.531 1.506 -0.440  -0.5749
N: 1.443 -0.359 0.819  -0.3765
C: -1.176 -0.438 -0.351  0.0554
C: -2.375 -0.911 -0.016  -0.8995
N: -0.573 0.696 0.030  -0.5015
H: 2.359 1.190 -0.927  0.2515
H: 0.982 2.155 -0.993  0.2917
H: 2.295 0.011 1.217  0.2658
H: 0.887 -1.073 1.268  0.2639
H: -0.293 -1.116 -0.783  0.2174
H: -3.050 -0.302 0.577  0.2666
H: -2.772 -1.838 -0.407  0.2585


Verdict on stability: c comes out on top.


a | Density functional theory data (ωB97M-V/def2-TZVPD) for a molecular structure, C3H7N3.

Output
E_HOMO: -7.63 eV
Charge: 0
E_LUMO: 0.786 eV
Frontier orbital gap: 0.309 hartree

Each line ends with the Mulliken charge.
Element x y z (Å)
C: 1.087 0.359 -0.178  -0.1002
C: 0.337 -1.272 0.673  -0.8418
N: -0.042 0.066 0.531  -0.0784
N: 1.027 0.790 -1.484  -0.4229
C: -1.322 0.626 0.467  0.0478
N: -2.388 0.062 0.835  -0.6438
H: 2.032 0.445 0.340  0.3990
H: 1.802 1.313 -1.860  0.2034
H: 0.245 0.489 -2.048  0.2151
H: -2.221 -0.930 1.034  0.2610
H: 0.354 -1.954 -0.162  0.2847
H: 0.401 -1.667 1.678  0.3155
H: -1.311 1.675 0.176  0.3608


b | Density functional theory data (ωB97M-V/def2-TZVPD) for 2 unconnected molecules or ions with the total composition C3H7N3.

Output
E_HOMO: -8.62 eV
Charge: 0
E_LUMO: 0.437 eV
Frontier orbital gap: 0.333 hartree
SMILES string: [H]/N=C\N.CC#N

Each line ends with the Mulliken charge.
Element x y z (Å)
C: 1.748 0.317 2.169  0.1056
C: -2.428 -0.172 -2.326  -0.8652
C: -1.428 -0.262 -1.297  0.3056
H: 1.774 -0.298 0.307  0.2093
H: 0.277 -0.362 1.028  0.3590
H: 1.083 0.315 3.042  0.2794
H: 3.612 0.620 1.711  0.1774
H: -2.375 -1.063 -2.962  0.2706
H: -3.421 -0.131 -1.872  0.2663
H: -2.240 0.721 -2.910  0.2672
N: 1.174 0.096 0.999  -0.3986
N: 2.959 0.598 2.477  -0.6225
N: -0.735 -0.377 -0.366  -0.3543


c | Density functional theory data (ωB97M-V/def2-TZVPD) for 2 unconnected molecules or ions with the total composition C3H7N3.

Output
E_HOMO (alpha / beta): -6.61 / -5.38 eV
Charge: 0
E_LUMO (alpha / beta): -0.751 / -2.091 eV
Frontier orbital gap (alpha / beta): 0.215 / 0.121 hartree

Each line ends with the Mulliken charge.
Element x y z (Å)
C: -1.783 -0.359 -0.027  -0.5424
C: -0.873 0.674 0.506  -0.3698
C: -0.159 -0.420 -0.321  -0.2140
N: 2.467 0.729 -0.528  0.0501
N: 2.784 -0.077 0.264  -0.1898
N: 0.561 -1.396 0.187  -0.7157
H: -2.293 -1.305 0.293  0.2640
H: -2.451 -0.060 -0.903  0.1776
H: -1.085 1.675 0.070  0.2057
H: -0.563 0.643 1.548  0.2522
H: 0.063 -0.116 -1.263  0.6096
H: 2.909 1.579 -1.011  0.2532
H: 0.424 -1.567 1.185  0.2193


Verdict on stability: b comes out on top.


a | Density functional theory data (ωB97M-V/def2-TZVPD) for 2 unconnected molecules or ions with the total composition C9H16N2O2.

Output
E_HOMO: -9.78 eV
Charge: 0
E_LUMO: -0.137 eV
Frontier orbital gap: 0.354 hartree
SMILES string: O=c1cc[nH]c(=O)[nH]1.CC(C)(C)C

Each line ends with the Mulliken charge.
Element x y z (Å)
C: 2.590 -0.266 0.231  2.0485
C: 3.851 -1.104 0.495  -1.9031
C: 2.942 1.227 0.084  -1.6167
C: 1.567 -0.374 1.351  -1.4005
C: 1.969 -0.761 -1.071  -1.4322
C: -0.961 0.972 -0.782  0.4798
C: -1.500 1.724 0.301  -0.4796
C: -2.524 1.192 1.076  -0.2030
C: -2.509 -0.994 -0.145  0.2430
H: 4.599 -0.939 -0.243  0.4299
H: 4.230 -0.904 1.519  0.3871
H: 3.533 -2.148 0.514  0.4111
H: 1.986 1.757 -0.117  0.3018
H: 3.390 1.623 1.001  0.3960
H: 3.646 1.424 -0.732  0.3806
H: 0.709 0.272 1.086  0.1321
H: 1.911 0.018 2.285  0.4661
H: 1.217 -1.396 1.505  0.3656
H: 1.636 -1.786 -0.912  0.4122
H: 1.080 -0.154 -1.333  0.1490
H: 2.694 -0.640 -1.846  0.4826
H: -1.271 -0.744 -1.854  0.3182
H: -1.371 2.905 0.227  0.2801
H: -2.963 1.896 1.846  0.3515
H: -3.474 -0.620 1.710  0.2899
N: -1.313 -0.431 -0.787  0.0464
N: -2.777 -0.228 0.985  -0.1048
O: -0.084 1.372 -1.534  -0.6259
O: -3.101 -2.077 -0.376  -0.6058


b | Density functional theory data (ωB97M-V/def2-TZVPD) for 2 unconnected molecules or ions with the total composition C9H16N2O2.

Output
E_HOMO: -9.99 eV
Charge: 0
E_LUMO: -0.190 eV
Frontier orbital gap: 0.360 hartree
SMILES string: O=c1cc[nH]c(=O)[nH]1.CCCCC

Each line ends with the Mulliken charge.
Element x y z (Å)
C: 2.825 -2.614 -0.554  -1.0823
C: 3.146 -1.269 0.149  -0.5220
C: 2.173 -0.067 -0.328  -0.3364
C: 2.378 1.402 0.407  -0.2762
C: 1.906 2.502 -0.561  -0.7140
C: -1.518 1.311 0.058  0.2562
C: -0.753 0.746 1.206  -0.3959
C: -0.833 -0.521 1.484  -0.2248
C: -2.449 -0.977 -0.307  0.4147
H: 1.724 -2.945 -0.472  0.2232
H: 3.032 -2.521 -1.616  0.3492
H: 3.449 -3.439 0.055  0.2963
H: 4.154 -0.932 -0.163  0.2953
H: 3.091 -1.591 1.208  0.3508
H: 2.441 -0.102 -1.404  0.4014
H: 1.102 -0.321 -0.209  -0.1085
H: 3.441 1.473 0.375  0.4495
H: 2.032 1.423 1.514  0.1944
H: 0.754 2.647 -0.570  0.0719
H: 2.305 3.754 -0.550  0.2629
H: 2.010 1.968 -1.677  0.2159
H: -2.549 0.467 -1.741  0.3176
H: -0.007 1.290 1.716  0.5929
H: -0.498 -0.979 2.468  0.3095
H: -2.034 -2.189 1.194  0.2663
N: -2.330 0.341 -0.649  -0.1493
N: -2.047 -1.236 0.946  -0.1790
O: -1.443 2.480 -0.376  -0.6315
O: -2.938 -1.831 -1.065  -0.6482


Verdict on stability: a comes out on top.